8
Properties=species:S:1:pos:R:3:forces:R:3 method="wB97M-V/def2-TZVPD" total_charge=-1 smiles="O=C(O)N(O)[S-]" e_above_lowest_ev=2.0804 e_tot_ha=-717.96497 spin_multiplicity=1
O -1.113839 1.024747 0.662465 -0.53 0.48 1.43
C -0.146884 0.289617 0.584887 2.05 -1.14 -1.13
O 0.845283 0.164503 1.584662 0.60 0.40 -1.83
N 0.054731 -0.470411 -0.529195 -2.45 0.88 0.05
O -1.206450 -0.246263 -1.503100 1.67 0.60 2.50
S 1.509397 -1.126435 -1.076846 0.21 -0.11 -0.29
H 1.768452 -0.020543 1.143487 -2.66 0.04 0.44
H -1.710689 0.384785 -0.866359 1.12 -1.13 -1.17